# 1
Below is a cluster of 2 separate species, C5H11BNO3 in total, with properties calculated with ωB97M-V/def2-TZVPD.

Computed properties:
E_HOMO ... -15.49 eV
Charge ... +1
Kohn-Sham gap ... 12.379 eV
Strongest force on any atom ... 3.6 eV Å⁻¹

```
21
Properties=species:S:1:pos:R:3:forces:R:3:nbo_charge:R:1
H 0.6703 0.2115 2.4172 -0.86 -0.16 -0.07 0.26
C 1.1544 1.4561 -0.6863 2.99 -0.47 0.90 -0.25
H -0.8202 1.4041 -1.4269 1.35 -1.03 1.46 0.45
H 2.6641 1.0209 0.9472 -1.00 -0.47 -0.61 0.25
H 1.4326 2.0287 1.3313 -0.80 1.87 1.17 0.22
H 1.0810 2.5077 -0.6999 -0.17 1.16 -0.91 0.23
C 0.5027 -1.8340 -1.6801 1.95 1.15 -0.88 0.49
O -1.3992 -1.4606 -1.0406 -3.21 -0.16 1.54 -0.90
H -1.0998 1.3294 1.2103 0.44 -1.20 -1.98 0.28
H 0.9904 -0.9457 1.1469 -0.07 0.07 -0.27 0.22
H -3.0974 -1.9443 0.8682 0.76 0.63 0.66 0.51
O -2.4284 -1.2667 1.1372 -2.23 -1.43 0.55 -0.85
B -1.6136 -0.8572 0.2013 1.87 2.15 -0.05 1.11
C -0.6431 0.4681 0.5751 -1.67 -1.84 0.12 -0.36
H 1.9186 1.0485 -1.3930 -0.86 0.52 0.32 0.23
C 0.6342 0.0688 1.3368 1.02 0.80 -0.73 -0.43
H -2.0435 -2.2068 -1.0828 0.73 0.39 -0.52 0.52
C 1.5610 1.1660 0.7760 2.14 -1.71 -0.50 -0.41
N -0.1196 0.8193 -0.8405 -2.37 0.30 -1.74 -0.61
O 0.6259 -2.9391 -1.6371 0.20 -1.76 0.00 -0.44
H 0.0299 -0.0747 -1.4603 -0.21 1.20 1.52 0.47
```
Forces are in eV/Å.

# 2
Below is an isolated molecule of C4H5NO, with properties calculated with ωB97M-V/def2-TZVPD.

Computed properties:
E_HOMO ... -10.13 eV
Kohn-Sham gap ... 11.041 eV
Strongest force on any atom ... 1.0 eV Å⁻¹

```
11
Properties=species:S:1:pos:R:3:forces:R:3:nbo_charge:R:1
N 0.4693 -0.9344 0.6611 0.23 0.21 -0.06 -0.62
H -0.8044 -0.0994 -0.6925 -0.04 0.05 0.24 0.26
H 0.6804 -1.1210 1.6374 0.00 0.04 -0.38 0.41
O 1.4493 -0.4462 -1.3606 0.01 -0.32 0.86 -0.60
C 1.5150 -0.9114 -0.2363 -0.20 0.08 -0.09 0.53
C -0.5634 1.6737 0.4052 -0.02 -0.60 0.54 -0.30
H -1.6218 -0.6621 0.7714 0.27 0.18 -0.07 0.25
C -0.7157 -0.1817 0.3994 -0.04 0.03 -0.24 -0.21
H -0.3447 2.1758 -0.5280 -0.10 -0.21 0.39 0.27
H 2.4249 -1.3917 0.1825 -0.22 0.17 -0.24 0.12
C -0.7325 1.1928 1.5627 0.11 0.37 -0.95 -0.10
```
Forces are in eV/Å.

# 3
Below is an isolated molecule of C6H10S, with properties calculated with ωB97M-V/def2-TZVPD.

Computed properties:
Structure (SMILES) ... C1CC[C@@H]2S[C@H]2C1
E_HOMO ... -8.71 eV
Kohn-Sham gap ... 9.840 eV
Strongest force on any atom ... 0.9 eV Å⁻¹

```
17
Properties=species:S:1:pos:R:3:forces:R:3:nbo_charge:R:1
H 2.7021 -1.2600 -0.0025 0.22 0.06 0.01 0.22
C 0.5530 1.5933 -0.0314 0.29 0.02 0.61 -0.41
H 0.2553 2.1372 0.8759 0.01 -0.04 -0.29 0.22
H 1.8951 0.5980 1.4023 -0.04 0.08 -0.14 0.20
C 1.8162 -0.7180 -0.3189 -0.05 0.34 -0.18 -0.41
H 0.7701 2.3149 -0.8214 -0.06 -0.03 0.06 0.21
C 1.8289 0.7128 0.3140 -0.16 -0.13 -0.10 -0.40
H 2.7486 1.2234 0.0055 -0.19 -0.06 0.01 0.22
H 0.1918 -2.0897 -0.8824 0.21 0.10 0.20 0.22
H 1.8785 -0.6121 -1.4091 0.09 -0.03 0.17 0.20
H -0.2417 0.2378 -1.4475 -0.06 -0.17 -0.42 0.20
H 0.7765 -2.3536 0.7636 -0.06 0.27 -0.11 0.21
H -0.3209 -0.2805 1.5293 0.09 0.08 -0.14 0.21
S -2.0992 0.0016 -0.0090 -0.50 -0.08 -0.01 0.18
C 0.5628 -1.5755 0.0176 -0.70 -0.50 -0.10 -0.41
C -0.4684 0.5668 -0.4499 0.52 0.37 0.13 -0.33
C -0.4705 -0.5696 0.4902 0.39 -0.27 0.31 -0.32
```
Forces are in eV/Å.

What did the first record say?
Below is a cluster of 2 separate species, C5H11BNO3 in total, with properties calculated with ωB97M-V/def2-TZVPD.

Computed properties:
E_HOMO ... -15.49 eV
Charge ... +1
Kohn-Sham gap ... 12.379 eV
Strongest force on any atom ... 3.6 eV Å⁻¹

```
21
Properties=species:S:1:pos:R:3:forces:R:3:nbo_charge:R:1
H 0.6703 0.2115 2.4172 -0.86 -0.16 -0.07 0.26
C 1.1544 1.4561 -0.6863 2.99 -0.47 0.90 -0.25
H -0.8202 1.4041 -1.4269 1.35 -1.03 1.46 0.45
H 2.6641 1.0209 0.9472 -1.00 -0.47 -0.61 0.25
H 1.4326 2.0287 1.3313 -0.80 1.87 1.17 0.22
H 1.0810 2.5077 -0.6999 -0.17 1.16 -0.91 0.23
C 0.5027 -1.8340 -1.6801 1.95 1.15 -0.88 0.49
O -1.3992 -1.4606 -1.0406 -3.21 -0.16 1.54 -0.90
H -1.0998 1.3294 1.2103 0.44 -1.20 -1.98 0.28
H 0.9904 -0.9457 1.1469 -0.07 0.07 -0.27 0.22
H -3.0974 -1.9443 0.8682 0.76 0.63 0.66 0.51
O -2.4284 -1.2667 1.1372 -2.23 -1.43 0.55 -0.85
B -1.6136 -0.8572 0.2013 1.87 2.15 -0.05 1.11
C -0.6431 0.4681 0.5751 -1.67 -1.84 0.12 -0.36
H 1.9186 1.0485 -1.3930 -0.86 0.52 0.32 0.23
C 0.6342 0.0688 1.3368 1.02 0.80 -0.73 -0.43
H -2.0435 -2.2068 -1.0828 0.73 0.39 -0.52 0.52
C 1.5610 1.1660 0.7760 2.14 -1.71 -0.50 -0.41
N -0.1196 0.8193 -0.8405 -2.37 0.30 -1.74 -0.61
O 0.6259 -2.9391 -1.6371 0.20 -1.76 0.00 -0.44
H 0.0299 -0.0747 -1.4603 -0.21 1.20 1.52 0.47
```
Forces are in eV/Å.

Question: What is the formula in the third record?
Answer: C6H10S

Question: Which value of Kohn-Sham gap does entry 2 give?
Answer: 11.041 eV